No. 1
Computed, not measured: a cluster of 11 separate species, C25H72N2O11 in total, with ωB97M-V/def2-TZVPD.

Energy relative to the best compared isomer or geometry (same formula, charge and spin), kcal per mole: 226.5
Structure (SMILES): NC(N)=O.CC(C)O.CC(C)O.CC(C)O.CC(C)O.CC(C)O.CC(C)O.CC(C)O.CO.CO.CO
Lowest unoccupied orbital energy, eV: 0.37
E_HOMO, eV: -9.068

Each line ends with the Mulliken charge.
Cartesian coordinates (Å):
C: -26.52504 -8.29623 0.44492  -0.371
O: -27.01265 -6.99478 0.48029  -0.583
H: -27.34213 -8.94276 0.49270  0.404
H: -25.86665 -8.29814 1.30463  0.111
H: -25.81901 -8.55754 -0.30447  0.120
H: -26.17763 -6.46698 0.32648  0.333
C: -22.19047 -10.42308 6.16337  -0.869
O: -22.30999 -11.15845 4.97577  -0.529
H: -22.54940 -10.91936 7.09720  0.265
H: -22.69864 -9.46438 6.11821  0.236
H: -21.15197 -10.15639 5.93169  0.177
H: -22.25146 -10.56862 4.19997  0.242
C: -18.58743 -9.12449 4.04665  -0.845
O: -19.43334 -9.23991 2.85273  -0.399
H: -18.15110 -10.07533 4.28113  0.187
H: -19.08136 -8.88634 4.93097  0.383
H: -17.59868 -8.50992 3.98994  0.311
H: -18.87232 -9.08068 2.09509  0.205
C: -22.55481 -10.84053 1.91192  -0.375
O: -21.80242 -11.71059 1.09109  0.454
N: -23.82193 -10.81439 1.79170  1.047
N: -22.00252 -9.88293 2.67294  2.217
H: -24.31830 -11.59660 1.29168  0.659
H: -24.30184 -10.38498 2.57576  -0.733
H: -20.92914 -9.78145 2.70448  -0.912
H: -22.51183 -9.04745 2.74527  -0.095
C: -23.17130 -16.10613 2.14122  -1.857
C: -22.24876 -14.85552 2.22289  1.044
C: -21.28368 -14.81111 0.97809  -0.703
O: -22.76681 -13.75061 2.30484  -0.181
H: -23.77981 -16.18678 1.29555  0.371
H: -23.85708 -16.13589 2.96913  0.388
H: -22.48238 -16.93669 2.11960  0.471
H: -21.56894 -15.06233 3.03776  0.231
H: -20.74126 -13.87749 0.86817  -0.458
H: -21.90313 -14.78150 0.02916  -0.005
H: -20.53883 -15.58114 1.00883  0.482
H: -22.24990 -13.01310 1.97227  -0.482
C: -21.87055 -7.27332 4.50790  -0.981
C: -22.59715 -6.76358 3.23762  0.113
C: -21.71552 -6.46168 2.03186  -0.974
O: -23.50933 -7.48871 2.89456  -0.400
H: -21.09416 -6.61282 4.72301  0.595
H: -21.28647 -8.14078 4.10052  -0.143
H: -22.51658 -7.45483 5.33149  0.308
H: -23.13708 -5.90536 3.53470  0.380
H: -20.97417 -5.69131 2.16225  0.504
H: -22.25454 -6.23642 1.10492  0.390
H: -21.12766 -7.34970 1.74459  0.027
H: -23.95269 -6.99753 2.16202  0.110
C: -19.17170 -12.75289 3.00135  -0.540
C: -19.01000 -13.18321 4.46227  0.053
C: -17.61551 -13.77055 4.70729  -1.602
O: -19.13769 -12.16523 5.17405  -0.393
H: -19.03096 -13.54519 2.17400  0.313
H: -18.53694 -11.94415 2.66254  0.422
H: -20.13878 -12.21242 2.83537  -0.270
H: -19.77387 -13.83172 4.77525  0.610
H: -17.41241 -14.56984 3.94475  0.339
H: -17.67899 -14.15980 5.72977  0.426
H: -16.88535 -12.96662 4.68695  0.272
H: -19.27267 -12.43173 6.09634  0.333
C: -24.73688 -13.92449 -1.64505  -1.662
C: -24.59299 -12.79746 -0.56592  1.540
C: -25.53030 -11.69410 -0.94380  -1.087
O: -24.81553 -13.07874 0.63454  -0.556
H: -24.24881 -14.83731 -1.38214  0.398
H: -24.35220 -13.59887 -2.64204  0.358
H: -25.76561 -14.21879 -1.83671  0.419
H: -23.63593 -12.49041 -0.79083  -0.314
H: -25.18974 -11.31776 -1.94391  0.164
H: -25.57172 -10.71368 -0.35456  -0.180
H: -26.48126 -12.09532 -1.20040  0.603
H: -24.14709 -13.64998 1.05287  0.053
C: -19.01007 -11.72861 -0.26569  -0.805
C: -17.70669 -11.53306 -0.99246  0.247
C: -17.51256 -12.28248 -2.25987  -1.833
O: -17.37597 -10.34271 -1.31564  -0.505
H: -19.28251 -12.70354 -0.09466  0.632
H: -19.79032 -11.49258 -0.92041  0.451
H: -19.18052 -11.13330 0.56652  -0.180
H: -16.95138 -12.00064 -0.45798  0.191
H: -18.07778 -11.85905 -3.01483  0.423
H: -17.89478 -13.30598 -2.15794  0.329
H: -16.46109 -12.34027 -2.52578  0.487
H: -16.50050 -10.40152 -1.68489  0.396
C: -25.71120 -12.27960 4.11007  -0.873
C: -25.81203 -10.94420 4.85412  0.759
C: -25.62133 -11.24008 6.36640  -1.527
O: -24.95899 -10.05630 4.50731  -0.310
H: -25.95523 -13.11835 4.78872  0.463
H: -24.69343 -12.33046 3.65578  0.082
H: -26.47474 -12.28228 3.27396  0.236
H: -26.88407 -10.59386 4.95845  0.174
H: -25.67038 -10.31063 6.96688  0.327
H: -24.70604 -11.83984 6.50591  0.295
H: -26.44467 -11.88973 6.78170  0.432
H: -24.10764 -10.08824 4.95149  -0.073
C: -22.57373 -9.78244 -2.75190  -1.742
C: -22.41527 -9.75070 -1.23424  1.728
C: -21.27210 -9.00931 -0.66345  -0.685
O: -23.34293 -9.20014 -0.60867  -0.444
H: -22.92548 -8.86644 -3.14276  0.476
H: -23.49421 -10.37501 -2.93647  0.255
H: -21.73248 -10.26587 -3.21473  0.356
H: -22.42528 -10.74473 -0.95818  -0.760
H: -20.34492 -9.14299 -1.19976  0.484
H: -21.05683 -9.32598 0.34974  -0.365
H: -21.42589 -7.90899 -0.76244  0.328
H: -23.48563 -9.60063 0.24840  -0.017

Atomic forces in eV per Å
1.529 0.491 1.552
1.287 2.368 -1.354
-1.027 -1.302 0.231
-0.047 -1.301 0.975
0.082 0.045 -1.646
-1.817 -0.268 0.204
1.251 0.928 -0.765
-2.182 -1.784 -0.173
0.929 -0.048 -0.941
-0.587 0.253 0.087
0.563 0.362 2.475
0.320 -0.096 0.218
2.960 -0.428 -1.494
1.420 0.866 1.618
-0.124 -0.970 -0.169
-1.543 0.951 0.995
-2.166 -0.224 -0.604
0.120 -0.013 -0.400
5.973 -3.043 -4.570
-2.841 3.742 4.203
-3.834 -0.659 -0.077
3.082 -1.364 -0.015
0.531 0.552 0.706
-0.506 0.184 -0.023
-1.946 -0.332 -0.277
-1.041 1.175 0.056
1.294 1.116 0.951
5.591 -8.376 -2.560
-1.196 -0.078 -1.071
-6.784 7.725 1.856
-0.818 0.273 -1.773
-0.023 -0.193 0.727
-0.065 -0.535 0.289
0.441 -0.379 1.010
-0.035 0.249 0.697
0.590 -0.671 0.800
0.191 -0.786 -0.379
0.757 0.846 -0.712
0.730 -1.365 -3.352
7.840 7.320 3.743
1.595 -0.500 -0.328
-9.892 -8.144 -4.715
1.064 1.477 0.784
-0.696 0.186 1.184
-0.480 -0.297 0.510
0.554 2.664 0.851
0.167 0.531 0.287
-0.458 0.175 0.360
-0.221 0.033 0.281
-0.157 -1.349 0.642
-1.151 -0.402 -1.871
2.459 -5.028 -5.793
-0.707 -1.398 -0.589
-1.190 8.200 6.134
-0.416 0.911 1.685
1.031 0.119 0.571
0.286 -1.064 0.219
-1.097 -2.101 -0.463
0.209 0.575 0.975
0.556 -0.343 -0.150
0.119 -0.003 -0.239
0.048 0.504 -0.249
-0.647 0.503 -0.648
-0.665 0.804 -8.054
0.568 2.685 -2.199
-1.415 -2.744 7.834
0.731 -0.553 0.388
-0.042 -0.050 0.864
-0.412 0.121 0.200
2.778 1.123 0.138
-0.166 -0.177 0.628
0.021 -1.844 -0.266
-1.210 -0.168 0.488
0.117 0.089 0.248
0.671 1.232 -2.203
-1.224 -6.012 0.502
-0.782 -3.325 0.306
0.965 7.884 -0.131
0.247 -2.549 0.910
-1.416 0.987 -1.287
0.090 1.007 1.732
1.635 -0.791 2.436
-1.020 1.070 -1.814
0.316 -0.161 -0.119
0.148 0.107 -0.109
0.395 0.568 -0.294
-0.849 0.298 -1.361
-4.406 -4.675 4.725
-0.729 -1.062 0.824
3.209 5.257 -3.116
0.386 0.295 -0.530
-0.752 -0.518 0.578
0.931 -0.230 0.668
0.927 0.258 -1.370
0.448 -0.385 -0.329
-0.005 0.534 0.193
0.651 0.573 -0.580
-0.106 -0.579 0.187
-1.689 -0.946 1.025
5.861 -1.895 -3.904
3.418 0.995 -1.305
-9.887 4.455 3.745
0.582 1.533 -0.662
0.621 -0.309 0.047
0.320 0.199 -0.449
1.032 -2.602 0.418
0.713 -0.342 -0.254
-0.265 0.188 0.253
-0.312 -0.761 0.369
-0.304 -0.060 0.154

No. 2
Computed, not measured: a structure of composition C25H72N6O13, with ωB97M-V/def2-TZVPD.

Energy relative to the best compared isomer or geometry (same formula, charge and spin), kcal per mole: 941.3
Lowest unoccupied orbital energy, eV: -0.03
E_HOMO, eV: -6.868

Each line ends with the Mulliken charge.
Cartesian coordinates (Å):
C: -0.81730 0.54091 0.41615  -1.132
O: -1.95398 0.92807 0.50915  -0.329
N: -0.34957 -0.22958 -0.56071  -0.352
N: 0.00854 0.79168 1.39397  0.418
H: -0.98161 -0.71416 -1.18184  0.468
H: 0.62517 -0.45451 -0.69997  0.865
H: -0.30209 1.49957 2.04397  1.172
H: 0.90726 0.40738 1.13957  0.279
C: -4.18025 2.80465 -7.67397  -0.815
O: -4.23746 2.89055 -6.27086  -0.312
C: -5.55709 2.68472 -5.81618  -0.536
C: -5.69597 3.09028 -4.31548  -0.766
N: -4.96625 1.97520 -3.59742  -0.265
C: -5.33738 2.04949 -2.17545  -0.998
C: -4.67061 0.82404 -1.48643  0.223
O: -3.41538 1.09626 -0.86802  -0.055
C: -3.31355 2.04683 0.26116  -0.648
H: -3.43467 3.39955 -8.20152  0.268
H: -5.10373 3.03487 -8.20527  0.324
H: -4.10923 1.74570 -7.92234  0.325
H: -5.88596 1.65063 -5.91914  0.300
H: -6.22878 3.24345 -6.46792  0.486
H: -6.74610 3.07827 -4.02364  0.372
H: -5.34428 4.08542 -4.04327  0.378
H: -3.95733 2.02199 -3.59623  0.214
H: -6.40873 2.13870 -1.99559  0.481
H: -4.92664 2.99807 -1.82963  0.277
H: -4.39288 0.08368 -2.23665  0.523
H: -5.34172 0.26959 -0.83046  0.351
H: -4.05547 1.68310 0.97204  0.473
H: -3.65878 3.05855 0.04820  0.501
H: -2.29223 2.23240 0.59371  0.035
C: -0.15809 -2.93603 -0.93225  -0.752
O: 1.12190 -2.66391 -0.35337  -0.371
C: 2.20036 -3.45248 -0.85802  -1.013
C: 3.23652 -3.26838 0.21110  -0.330
N: 4.27072 -4.28994 0.10806  -0.274
C: 4.99942 -4.47558 1.27756  -0.719
C: 6.01473 -3.37378 1.58863  -0.384
O: 6.78073 -3.95595 2.64584  -0.301
C: 8.02752 -3.35278 2.73763  -0.784
H: -0.08397 -3.01498 -2.01686  0.271
H: -0.87468 -2.19484 -0.57835  -0.666
H: -0.44119 -3.88963 -0.48659  0.719
H: 2.56544 -3.17757 -1.84759  0.228
H: 1.83054 -4.47754 -0.88232  0.465
H: 2.90325 -3.29792 1.24847  0.408
H: 3.66601 -2.29116 -0.00955  0.383
H: 4.87801 -4.04042 -0.65944  0.266
H: 5.56444 -5.30172 0.84587  0.338
H: 4.36318 -4.74694 2.11997  0.373
H: 5.59316 -2.40374 1.85205  0.327
H: 6.60818 -3.35240 0.67459  0.310
H: 8.00709 -2.30611 3.04121  0.279
H: 8.60629 -3.55276 1.83589  0.332
H: 8.68540 -3.82859 3.46488  0.289
C: 4.56341 8.49971 3.36979  -0.687
O: 5.37842 7.36705 3.87941  -0.394
C: 4.89437 6.10275 3.50431  -0.276
C: 5.56151 4.88962 4.25647  -0.591
N: 5.19031 3.61421 3.61028  -0.383
C: 3.71766 3.33737 3.77104  -0.677
C: 3.27847 2.27715 2.59236  -0.111
O: 2.61724 2.93189 1.51208  -0.388
C: 1.85076 2.06473 0.67909  -1.171
H: 3.51056 8.23763 3.47427  0.305
H: 4.78587 8.73984 2.33011  0.266
H: 4.66450 9.37857 4.00658  0.258
H: 5.09978 5.98699 2.44012  0.297
H: 3.81445 6.13897 3.64772  0.254
H: 5.34320 5.05736 5.31113  0.295
H: 6.64496 4.81914 4.35279  0.360
H: 5.49177 2.80390 4.13241  0.276
H: 3.09733 4.22493 3.64648  0.267
H: 3.56184 2.82148 4.71850  0.340
H: 2.62002 1.54512 3.06000  0.154
H: 4.14453 1.76305 2.17554  0.294
H: 2.45086 1.16338 0.55444  0.171
H: 1.78643 2.43255 -0.34495  0.317
H: 0.94342 1.61138 1.07822  -0.088
C: -3.33628 -0.56611 -0.44781  -0.803
O: -3.72254 -1.86942 -0.18959  -0.503
C: -2.94644 -2.35912 0.92417  -0.240
C: -2.94695 -3.89495 0.74451  -1.144
N: -2.43301 -4.17763 -0.56696  0.305
C: -2.60662 -5.54935 -0.99052  -0.819
C: -2.47484 -5.68219 -2.49389  -0.597
O: -3.39281 -4.99518 -3.43571  -0.369
C: -4.67373 -5.53609 -3.41019  -0.691
H: -4.04225 -0.01555 -1.06957  -1.550
H: -2.39884 -0.32606 -0.94949  0.985
H: -3.30610 -0.05412 0.51399  0.822
H: -3.65195 -2.17778 1.73502  0.568
H: -1.91817 -2.03395 1.08237  -0.115
H: -3.99586 -4.14924 0.89690  0.530
H: -2.37416 -4.40025 1.52212  0.337
H: -2.88199 -3.57278 -1.23977  0.158
H: -3.50113 -6.01309 -0.57469  0.428
H: -1.77819 -6.14475 -0.60673  0.328
H: -2.53728 -6.75145 -2.69609  0.489
H: -1.56216 -5.21219 -2.86025  0.186
H: -4.57207 -6.49948 -3.90983  0.308
H: -5.34468 -5.02624 -4.10156  0.265
H: -5.01315 -5.63870 -2.37948  0.252
O: -0.59686 2.72249 2.72630  -0.499
H: -1.17921 3.43556 2.98828  0.304
H: 0.11530 2.74713 3.36540  0.220
O: 1.53854 -0.39187 -0.67526  -0.359
H: 1.92604 -1.25660 -0.81062  0.757
H: 1.94738 0.16120 -1.34099  0.409
O: 1.52130 0.56908 2.99676  -0.721
H: 2.08870 -0.20170 2.98277  0.271
H: 0.76127 0.31713 2.47224  0.415
O: -2.77245 0.92117 2.15136  -0.975
H: -1.95423 0.85145 1.65954  -0.021
H: -3.23688 1.65137 1.74228  0.064

Atomic forces in eV per Å
0.169 -3.346 -3.977
11.012 -4.398 -7.180
-10.876 1.403 -0.039
-2.969 -5.049 -0.659
-0.355 1.224 0.306
-6.951 -1.007 -0.438
0.163 0.537 0.510
-0.719 -0.789 0.365
-0.543 -1.266 -0.781
0.045 0.806 -0.173
-0.684 1.141 0.717
1.586 -2.068 -1.078
-2.384 0.786 0.517
1.488 0.123 -0.036
-5.126 6.610 -3.420
0.910 15.280 -2.094
-6.288 6.602 -4.365
0.465 -0.056 0.798
-0.527 0.639 0.469
0.707 -0.228 -0.292
0.281 -0.318 0.178
-0.212 0.452 0.089
-0.018 -0.420 -0.046
0.366 0.170 -0.370
0.114 0.513 -0.622
-0.087 -0.560 -0.334
0.026 0.103 0.767
-1.082 0.842 -1.440
-0.859 0.759 0.228
-0.958 0.292 -1.294
-1.142 0.352 -1.204
-1.929 2.815 -0.140
0.709 -1.420 0.912
0.442 0.433 -0.748
-1.649 -0.872 1.771
1.485 -0.260 -0.763
-2.630 1.379 -1.803
1.594 -0.573 -0.171
-0.190 -1.936 0.601
-0.354 0.671 -0.037
1.467 -0.346 0.368
-0.229 0.116 -0.181
0.504 -0.799 -0.257
0.003 0.159 -0.603
-0.097 0.255 -0.251
0.318 -0.296 -0.213
-0.704 0.099 -0.321
0.165 0.614 0.567
0.209 -0.274 -0.126
0.807 -0.665 1.764
0.152 -0.138 -0.030
0.071 0.148 0.037
0.362 0.677 -0.048
-0.183 0.274 -0.433
-0.084 0.668 -0.562
-0.596 -0.377 0.538
0.272 -1.647 0.841
-0.156 1.953 0.347
0.860 -0.389 -0.764
0.198 0.397 0.233
-2.264 0.674 0.760
0.342 -1.624 -3.129
0.621 1.808 1.627
-0.382 0.883 0.178
3.463 1.049 -0.326
-0.176 -0.209 -0.268
0.143 -0.127 0.009
0.678 -0.205 0.021
-0.218 -0.350 -0.306
-0.149 -0.553 0.099
-0.899 -0.554 0.444
0.292 0.933 -0.920
1.303 0.334 0.087
0.101 -0.135 0.190
-0.385 0.281 0.210
1.354 1.571 -0.353
0.569 0.052 0.133
0.637 -0.310 -0.028
-0.179 0.720 0.024
2.573 5.023 -1.398
-0.392 -4.592 1.715
1.884 -2.780 0.198
-2.190 -2.179 -0.044
-0.144 1.294 0.140
-1.107 -1.092 -0.278
0.166 0.778 -0.253
-0.754 0.578 -1.590
1.082 0.451 1.653
0.213 -1.002 -0.658
2.915 -12.010 3.507
-0.417 -2.373 -0.062
-1.059 -2.115 -0.024
0.950 0.405 0.868
-0.263 0.788 -0.259
-0.301 -0.607 -0.229
0.227 -0.021 0.052
-0.320 0.258 0.077
-0.442 -0.082 -0.139
0.228 -0.271 0.112
0.295 -0.157 -0.406
0.424 -0.542 0.454
-0.374 -0.779 0.415
-0.003 0.687 0.565
-0.597 0.045 -0.182
0.074 1.421 0.870
-0.489 -0.030 -0.069
0.493 0.079 0.278
19.818 0.879 -1.198
0.170 -1.236 0.550
0.205 0.913 -0.258
-0.143 -2.293 2.416
0.299 -0.306 0.365
-0.560 -1.250 1.691
-4.096 -1.456 11.860
-0.875 0.108 2.925
1.289 -0.571 2.263

> Among the records above, which one has the highest lowest unoccupied orbital energy?

C25H72N2O11